1.
One molecule with the formula C2H5I2N in a non-equilibrium geometry. Source: OMol25; level of theory: ωB97M-V with the def2-TZVPD basis set.

Computed properties:
* frontier orbital gap: 7.95 eV
* energy above the lowest of the compared OMol25 structures with the same formula, charge and spin: 21.4 kcal per mole
* structure (SMILES): CN(I)CI

XYZ file:
```
10
C2H5I2N, DFT ωB97M-V with the def2-TZVPD basis set
C -0.7271 0.4315 0.9434
N 0.1093 0.5844 -0.2558
I 1.6111 1.9285 0.0460
C 0.2443 -0.4931 -1.0773
I 1.5634 -1.9686 0.3134
H -1.6795 0.2401 0.4014
H -0.4884 -0.4673 1.5759
H -0.7373 1.3469 1.5464
H 0.7977 -0.3445 -2.0178
H -0.6935 -1.2577 -1.4756
```

---

2.
A 12-piece molecular cluster, C12H48O12 overall in a non-equilibrium geometry. Source: OMol25; level of theory: ωB97M-V with the def2-TZVPD basis set.

Computed properties:
* frontier orbital gap: 9.66 eV
* energy above the lowest of the compared OMol25 structures with the same formula, charge and spin: 162.9 kcal per mole
* structure (SMILES): CO.CO.CO.CO.CO.CO.CO.CO.CO.CO.CO.CO

XYZ file:
```
72
C12H48O12, DFT ωB97M-V with the def2-TZVPD basis set
C 0.1368 0.8740 -3.4673
O 1.0174 1.3598 -4.4107
H -0.7190 0.4042 -3.9322
H -0.1322 1.6726 -2.8322
H 0.5477 0.2021 -2.7634
H 0.4715 1.8609 -5.0795
C -1.2668 4.0469 0.7743
O -0.2562 3.3055 0.1809
H -0.9972 4.9912 1.2237
H -1.7211 3.4458 1.5980
H -2.1716 4.1999 0.0984
H -0.2718 2.4131 0.4985
C 2.6030 -1.2709 1.3008
O 3.5887 -2.0324 0.7066
H 2.9131 -0.2297 1.2853
H 2.6088 -1.5678 2.3608
H 1.5964 -1.4313 0.7899
H 3.2589 -2.9425 0.8077
C -0.6549 0.1120 0.2306
O 0.3837 0.8084 0.7677
H -1.1141 0.6265 -0.6508
H -1.4445 -0.1264 0.9026
H -0.2838 -0.8471 -0.2014
H 1.1683 0.7376 0.2041
C -3.3734 -1.6915 -1.2325
O -2.2678 -1.2599 -2.0414
H -3.9489 -2.4339 -1.7500
H -3.9184 -0.7949 -1.1688
H -3.0768 -1.9759 -0.2269
H -1.5368 -1.8748 -2.0624
C -2.9494 2.3474 -1.8635
O -3.7770 3.1465 -2.6005
H -3.4441 2.2378 -0.8416
H -2.0662 2.8787 -1.8348
H -2.6631 1.3650 -2.2318
H -4.3127 2.6120 -3.1808
C 2.4550 1.9731 -1.5693
O 2.3145 0.6742 -1.1117
H 2.7814 1.8983 -2.6119
H 3.3143 2.4313 -1.0616
H 1.5427 2.5105 -1.4635
H 3.1579 0.3246 -0.8742
C -0.6816 -2.2367 3.4345
O 0.2933 -3.0437 2.9084
H -1.4205 -2.8896 3.7982
H -1.0214 -1.5828 2.6063
H -0.3124 -1.5833 4.2665
H -0.0371 -3.5706 2.1729
C 2.8668 2.5433 1.7661
O 4.1768 2.9267 1.3936
H 2.4148 3.2842 2.4045
H 2.8179 1.6300 2.3842
H 2.3173 2.4428 0.8066
H 4.7144 2.1641 1.2063
C 0.7252 -2.4397 -2.7016
O -0.4276 -3.0596 -2.1613
H 0.5320 -2.0386 -3.7005
H 1.4590 -3.2407 -2.6995
H 1.1729 -1.7252 -1.9814
H -0.5821 -3.8595 -2.6507
C -1.8878 -4.7666 0.3711
O -1.1490 -3.5242 0.4391
H -2.0870 -5.1145 1.3510
H -1.3956 -5.5358 -0.1674
H -2.8566 -4.6389 -0.0170
H -0.8890 -3.2735 -0.4407
C 0.2961 1.3801 3.9230
O 1.3314 1.9171 4.6915
H 0.6602 0.9028 3.0130
H -0.4617 2.0567 3.6291
H -0.0853 0.6286 4.5492
H 2.0245 1.2666 4.7394
```

---

3.
C22H36BO8Pb as an isolated structure in a non-equilibrium geometry. Source: OMol25; level of theory: ωB97M-V with the def2-TZVPD basis set.

Computed properties:
* frontier orbital gap: 8.28 eV
* net charge: +1

XYZ file:
```
68
C22H36BO8Pb, DFT ωB97M-V with the def2-TZVPD basis set
Pb 1.3182 -0.5513 -1.7241
C 4.0751 1.8203 -3.2153
C 4.5353 0.3901 -3.0183
O 4.4018 0.0854 -1.6448
C 4.5437 -1.3075 -1.4253
C 4.2784 -1.6109 0.0195
O 2.9180 -1.3960 0.3901
C 2.7148 -0.4598 1.4370
C 2.7167 1.0221 1.0136
O 1.6568 1.2172 0.0603
C 1.3394 2.5844 -0.2066
C -0.0818 2.5968 -0.7640
O -0.1037 1.6322 -1.7832
C -1.2916 1.4086 -2.5129
C -0.8863 1.3790 -4.0227
O 0.3220 0.6295 -4.1211
C 1.3320 1.1328 -4.9711
C 2.0177 2.3302 -4.3362
O 2.6757 1.9939 -3.1357
H 4.4946 2.1588 -4.1630
H 4.5326 2.4698 -2.4461
H 5.5724 0.2845 -3.3324
H 3.8935 -0.2948 -3.6277
H 5.5675 -1.6832 -1.6633
H 3.8397 -1.8310 -2.0691
H 4.9449 -1.0203 0.6580
H 4.5482 -2.6676 0.1618
H 3.4462 -0.6120 2.2279
H 1.7371 -0.7074 1.8450
H 3.6637 1.3200 0.5155
H 2.5119 1.6144 1.9233
H 2.0516 3.0008 -0.9509
H 1.3658 3.1556 0.7095
H -0.3485 3.5807 -1.1849
H -0.8239 2.3333 -0.0049
H -2.0687 2.2027 -2.3521
H -1.7246 0.4835 -2.1566
H -0.8013 2.4618 -4.3209
H -1.6617 0.9227 -4.6474
H 0.9249 1.3484 -5.9719
H 2.0554 0.3037 -5.0975
H 1.2502 3.0604 -4.0679
H 2.7213 2.7802 -5.0669
C -3.2982 -1.0736 5.3513
C -4.3562 -1.3801 4.2774
C -5.2814 -0.1881 4.1412
C -5.1441 -2.5542 4.7882
C -3.6457 -1.6335 2.9119
C -3.8104 -2.8401 2.2119
C -3.0245 -3.1710 1.0868
C -2.1230 -2.2596 0.6697
O -1.2345 -2.3455 -0.3836
B -0.5439 -1.1638 -0.3636
O -1.0167 -0.3086 0.6611
C -1.9900 -1.0310 1.3258
C -2.7121 -0.7141 2.4470
H -3.8049 -0.8010 6.2685
H -2.6351 -0.2546 5.0753
H -2.7029 -1.9697 5.4859
H -5.7866 0.0111 5.0610
H -6.0365 -0.4585 3.4196
H -4.7589 0.7234 3.8396
H -5.6229 -2.3357 5.7407
H -4.4565 -3.4242 4.9483
H -5.9201 -2.8944 4.0899
H -4.5166 -3.6114 2.5158
H -3.1496 -4.1088 0.5389
H -2.6039 0.2249 2.9346
```

---

4.
A 2-piece molecular cluster, CHF2IS overall in a non-equilibrium geometry. Source: OMol25; level of theory: ωB97M-V with the def2-TZVPD basis set.

Computed properties:
* frontier orbital gap: 9.09 eV
* energy above the lowest of the compared OMol25 structures with the same formula, charge and spin: 29.7 kcal per mole
* structure (SMILES): FC(F)=S.I

XYZ file:
```
6
CHF2IS, DFT ωB97M-V with the def2-TZVPD basis set
F -1.0216 0.8777 1.1796
C -0.9271 0.8798 -0.2418
F -0.1526 1.8665 -0.6466
S -1.4877 -0.1622 -1.2517
I 2.0669 -1.2357 -0.3239
H 1.5222 -2.2260 1.2845
```

---

Number 1: E_HOMO -8.594 eV. Number 2: E_HOMO -9.694 eV. Number 3: E_HOMO -10.715 eV. Number 4: E_HOMO -10.036 eV.